The following is a DFT calculation (wB97M-V/def2-TZVPD) of the molecule C5H8N2O at a distorted geometry.

Structure (XYZ):
```
16
Properties=species:S:1:pos:R:3:forces:R:3:lowdin_charge:R:1
C -1.114 -0.199 -0.686 -0.409 -0.451 0.720 -0.101
C 0.841 1.186 0.268 -2.738 -1.662 -1.153 -0.080
C -0.404 0.969 -0.235 1.114 1.045 -1.332 -0.320
C -0.144 -2.216 0.416 -1.825 -2.370 -1.400 -0.171
C 2.001 1.427 0.771 -0.130 -0.218 1.572 -0.028
N -0.947 -1.540 -0.379 -0.524 2.571 0.562 0.021
N -1.066 2.207 -0.666 -0.060 -1.711 1.762 0.045
O -0.271 -3.599 0.242 -0.417 0.442 0.273 -0.009
H -2.172 -0.044 -0.933 0.625 0.311 -0.128 0.104
H 2.881 1.493 0.169 0.654 0.066 -0.198 0.042
H 2.055 1.458 1.872 0.482 0.355 -0.482 0.063
H 0.793 -1.914 0.627 2.847 1.519 0.792 0.082
H -1.864 -1.912 -0.504 -0.244 -1.289 -0.364 0.142
H -1.520 2.218 -1.565 0.572 0.067 -0.075 0.073
H -0.391 2.884 -0.407 -0.097 1.415 -0.699 0.053
H 0.545 -4.021 0.509 0.150 -0.090 0.148 0.084
```
Forces are in eV/Å.

E_HOMO (alpha / beta)   -6.6 / -6.5 eV
Energy above the lowest of the compared OMol25 structures with the same formula, charge and spin   124.3 kcal per mole
Orbital gap (alpha / beta)   7.21 / 7.06 eV
E_LUMO (alpha / beta)   0.6 / 0.5 eV

The following is a DFT calculation (wB97M-V/def2-TZVPD) of a cluster of 5 separate species, C19H46BN2O10S4 in total at a distorted geometry.

Structure (XYZ):
```
82
Properties=species:S:1:pos:R:3:forces:R:3:lowdin_charge:R:1
C -2.625 4.630 0.132 -0.580 -1.033 -0.335 -0.136
O -1.428 4.492 0.977 0.182 1.716 -1.029 -0.281
C -0.324 5.358 0.535 1.374 -0.049 -1.012 -0.222
C 1.150 4.565 0.515 -1.167 -0.765 -1.045 -0.153
C 1.427 3.689 1.868 1.683 0.569 0.627 -0.131
C 1.983 2.134 1.554 -0.931 1.138 -0.404 -0.320
C 0.700 1.373 0.942 -1.699 -0.566 0.310 -0.022
B 0.862 0.439 -0.376 0.400 0.682 -2.811 -0.450
O 0.642 1.109 -1.708 -0.825 -2.602 1.983 0.016
O 1.182 -1.002 -0.444 -2.608 1.506 0.838 -0.011
C 3.276 2.409 0.605 6.511 2.026 -3.650 -0.390
O 4.475 2.571 1.237 -5.869 -1.068 -1.736 -0.176
O 3.342 2.644 -0.842 -2.132 -1.656 7.041 -0.241
N 2.444 1.404 2.781 -0.647 0.362 0.178 -0.190
C 1.660 1.609 4.019 -1.102 -0.143 1.661 -0.126
C 3.051 0.066 2.562 1.733 -0.670 -0.115 -0.160
C 2.458 -1.209 3.379 -0.166 -1.589 0.295 -0.126
C 0.999 -1.772 2.913 -4.619 0.171 0.290 -0.297
N 1.015 -2.948 1.915 0.413 2.959 1.592 0.068
O -0.202 -1.366 3.352 6.883 -2.220 -2.301 -0.096
H -2.717 5.674 -0.415 0.315 -2.027 1.200 0.094
H -2.607 3.738 -0.658 -0.054 2.376 1.794 0.074
H -3.584 4.470 0.823 2.092 0.400 -1.415 0.100
H -0.546 5.634 -0.604 0.603 -0.206 2.486 0.121
H -0.194 6.323 1.202 -0.708 -1.761 -1.203 0.116
H 1.064 3.833 -0.423 0.493 1.478 2.097 0.121
H 2.024 5.333 0.258 -1.991 -1.699 0.738 0.132
H 0.494 3.694 2.574 1.686 -0.206 -1.465 0.110
H 2.346 4.205 2.430 -2.054 -1.065 -0.981 0.129
H 0.257 0.674 1.803 0.991 1.496 -1.666 0.112
H -0.190 2.137 0.717 2.051 -1.504 0.350 0.126
H 0.249 0.457 -2.363 1.107 0.948 1.261 0.088
H 0.308 -1.464 -0.193 1.926 0.824 -0.622 0.056
H 1.599 2.730 4.430 0.376 -2.276 -1.400 0.095
H 2.095 1.022 4.965 -0.635 1.102 -2.299 0.091
H 0.533 1.227 3.928 2.077 0.736 0.192 0.094
H 3.136 -0.280 1.422 -0.552 1.180 2.368 0.153
H 4.195 0.158 2.901 -2.369 -0.449 -0.628 0.140
H 2.432 -1.085 4.562 -0.124 -0.025 -2.723 0.100
H 3.229 -2.105 3.201 -1.786 2.051 0.301 0.108
H 0.129 -2.983 1.364 1.063 0.250 0.770 0.061
H 1.866 -2.880 1.314 -1.155 0.029 0.570 0.075
C -6.203 2.397 -3.074 -0.053 0.142 -0.112 -0.279
S -4.827 1.760 -2.088 0.397 0.209 0.039 0.840
O -3.882 2.899 -1.843 -0.886 -0.749 -0.622 -0.561
C -4.117 0.737 -3.400 0.037 0.215 0.018 -0.285
H -6.774 3.099 -2.461 0.150 -0.117 0.009 0.046
H -5.823 2.915 -3.957 0.065 -0.057 0.096 0.056
H -6.852 1.570 -3.373 0.072 0.008 0.062 0.045
H -3.865 1.357 -4.263 -0.040 -0.070 0.197 0.046
H -4.833 -0.036 -3.689 -0.011 0.073 0.060 0.042
H -3.210 0.263 -3.018 -0.115 0.140 0.057 0.055
C -4.481 -1.688 -7.652 -0.052 0.043 -0.119 -0.270
S -3.389 -1.558 -6.215 0.220 0.636 -0.039 0.798
O -3.084 -0.104 -6.010 -0.157 -0.942 -0.389 -0.542
C -1.947 -2.309 -7.009 0.087 -0.004 -0.059 -0.267
H -5.444 -1.239 -7.398 0.180 -0.040 0.078 0.050
H -4.046 -1.155 -8.502 0.037 -0.007 0.138 0.058
H -4.629 -2.740 -7.905 0.032 0.053 0.076 0.051
H -1.670 -1.738 -7.898 -0.082 0.030 0.115 0.060
H -2.178 -3.342 -7.283 -0.046 0.067 0.057 0.051
H -1.117 -2.301 -6.300 -0.170 0.078 -0.011 0.051
C 4.536 -3.920 6.986 0.043 -0.156 -0.006 -0.275
S 4.585 -2.218 6.377 0.131 -0.002 -0.725 0.817
O 4.754 -2.275 4.888 0.257 -0.210 1.138 -0.551
C 6.198 -1.812 7.091 0.140 -0.003 0.011 -0.272
H 3.619 -4.392 6.624 0.094 0.188 -0.010 0.051
H 5.400 -4.476 6.613 -0.043 0.118 -0.031 0.055
H 4.534 -3.918 8.078 -0.018 0.065 -0.068 0.048
H 6.958 -2.498 6.712 -0.126 0.018 -0.043 0.055
H 6.142 -1.879 8.180 -0.068 0.008 -0.073 0.048
H 6.457 -0.790 6.805 -0.160 -0.131 -0.038 0.054
C -2.584 -4.002 -2.852 -0.056 0.114 -0.102 -0.269
S -1.492 -3.873 -1.415 0.171 0.349 0.016 0.834
O -1.187 -2.418 -1.210 -0.274 -0.759 -0.203 -0.537
C -0.051 -4.624 -2.209 0.096 0.046 -0.084 -0.257
H -3.547 -3.553 -2.598 0.178 -0.028 0.066 0.052
H -2.149 -3.470 -3.701 0.032 0.010 0.124 0.038
H -2.732 -5.055 -3.104 0.050 0.049 0.095 0.052
H 0.227 -4.053 -3.098 -0.061 0.048 0.121 0.060
H -0.281 -5.656 -2.483 -0.061 0.069 0.080 0.050
H 0.780 -4.616 -1.500 -0.176 0.080 -0.018 0.053
```
Forces are in eV/Å.

Net charge   -1
E_HOMO   -3.2 eV
Energy above the lowest of the compared OMol25 structures with the same formula, charge and spin   170.4 kcal per mole
Orbital gap   4.51 eV
E_LUMO   1.3 eV

The following is a DFT calculation (wB97M-V/def2-TZVPD) of a cluster of 2 separate species, CH7NS2 in total at a distorted geometry.

Structure (XYZ):
```
11
Properties=species:S:1:pos:R:3:forces:R:3:lowdin_spin:R:1
S 3.585 -2.033 -0.983 0.135 0.099 -0.758 0.479
S 2.682 -0.503 -1.924 -0.321 -0.499 0.557 0.465
H 4.598 -1.332 -0.429 -0.221 0.121 0.468 0.026
H 2.533 0.265 -0.814 0.395 0.284 -0.245 0.026
C -1.552 0.903 0.742 1.029 0.799 0.144 0.001
N -2.487 -0.200 0.787 -0.683 -0.606 -1.473 0.003
H -1.358 1.288 1.744 -0.213 0.045 0.058 0.000
H -0.551 0.644 0.371 -0.134 -0.437 -0.035 0.000
H -1.844 1.751 0.119 -0.278 -0.015 0.016 0.000
H -2.265 -0.887 0.064 0.680 -0.190 0.487 0.000
H -3.340 0.104 0.321 -0.389 0.400 0.781 0.000
```
Forces are in eV/Å.

Multiplicity   2
Net charge   +1
E_HOMO (alpha / beta)   -12.1 / -12.1 eV
Energy above the lowest of the compared OMol25 structures with the same formula, charge and spin   37.2 kcal per mole
Orbital gap (alpha / beta)   6.46 / 2.54 eV
E_LUMO (alpha / beta)   -5.7 / -9.5 eV

Q: The lowest energy above the lowest of the compared OMol25 structures with the same formula, charge and spin belongs to which entry?
A: CH7NS2